ORCA calculation (ωB97M-V/def2-TZVPD) on C30H29N9O2ReS2 as an isolated structure at a distorted geometry.

Cartesian coordinates (Å):
Re: -0.3931 -0.3809 0.0530
C: 4.8299 4.3462 -0.4682
C: 3.6142 3.5013 -0.6051
C: 2.4174 4.0292 -1.0937
C: 1.3040 3.2392 -1.2240
C: 1.3180 1.8642 -0.9123
N: 0.1683 1.1090 -1.0817
C: -0.6505 1.5510 -2.1264
C: -0.0501 1.8885 -3.3510
C: -0.7717 2.4310 -4.3870
C: -2.1428 2.6585 -4.2546
C: -2.9251 3.3129 -5.3377
C: -2.7611 2.2512 -3.0781
C: -2.0489 1.7046 -2.0148
N: -2.7325 1.3991 -0.8247
C: -3.9454 1.8628 -0.4631
C: -4.2863 1.2771 0.7364
C: -3.2065 0.4622 1.0573
N: -2.2704 0.5417 0.1108
C: 2.5261 1.3294 -0.4021
C: 3.6307 2.1596 -0.2382
N: 2.6586 -0.0350 -0.0833
C: 3.8257 -0.7043 0.0339
C: 3.5449 -1.9711 0.4973
C: 2.1635 -2.0063 0.6365
N: 1.6248 -0.8408 0.2579
H: 4.7577 5.2364 -1.0866
H: 5.7260 3.7926 -0.7374
H: 4.9482 4.6709 0.5654
H: 2.3645 5.0707 -1.3686
H: 0.3809 3.6804 -1.5659
H: 1.0123 1.7253 -3.4622
H: -0.2663 2.6932 -5.3031
H: -2.2710 3.8200 -6.0404
H: -3.6297 4.0338 -4.9292
H: -3.5044 2.5722 -5.8882
H: -3.8290 2.3730 -2.9989
H: -4.4846 2.5940 -1.0312
H: -5.1848 1.4187 1.3010
H: -3.0889 -0.1637 1.9229
H: 4.5360 1.7642 0.1947
H: 4.7725 -0.2753 -0.2239
H: 4.2445 -2.7515 0.7142
H: 1.5487 -2.8116 0.9888
C: 0.9918 -5.8819 -1.1612
C: -0.2583 -5.1019 -1.1675
N: -1.4510 -5.5461 -0.9188
N: -2.2948 -4.5154 -1.0559
C: -1.6366 -3.3949 -1.3962
S: -2.1646 -1.8397 -1.7292
N: -0.3305 -3.7649 -1.4777
N: 0.6688 -2.8461 -1.7463
H: 0.7453 -6.9309 -1.0333
H: 1.6345 -5.5737 -0.3385
H: 1.5279 -5.7469 -2.1005
H: -3.2879 -4.6525 -0.9306
H: 1.5352 -3.3306 -1.9638
H: 0.3768 -2.2651 -2.5337
O: -1.0702 -0.4489 8.1178
C: -0.0974 -0.3479 7.2188
O: 1.0003 0.0385 7.5028
C: -0.4247 -0.7559 5.8079
C: 0.3089 -0.1633 4.7798
C: 0.0865 -0.5273 3.4720
C: -0.8414 -1.5290 3.1798
S: -1.1241 -2.0576 1.5369
C: -1.5621 -2.1426 4.2047
C: -1.3648 -1.7412 5.5118
H: -1.9246 -0.7364 7.7692
H: 1.0486 0.5811 5.0292
H: 0.6387 -0.0509 2.6677
H: -2.2771 -2.9182 3.9695
H: -1.9281 -2.2318 6.2934

Summary:
total charge	+2
Kohn-Sham gap (spin up / spin down)	0.192 / 0.222	Ha
spin multiplicity	2
⟨S²⟩	0.911
relative energy (zero: lowest compared OMol25 entry of this formula, charge and spin)	3.033	eV



ORCA calculation (ωB97M-V/def2-TZVPD) on C27H28BrClCrN6O11 as an isolated structure at a distorted geometry.

Cartesian coordinates (Å):
Cr: 11.9917 -14.3977 3.0972
O: 14.1973 -19.9552 2.6480
C: 13.8878 -20.1334 3.9150
O: 14.4029 -20.9824 4.6228
C: 12.8091 -19.2375 4.4568
C: 12.3664 -19.3794 5.7643
Cl: 12.7150 -20.6006 6.8863
N: 11.4971 -18.3705 5.9888
N: 11.3577 -17.6113 4.8585
C: 12.1188 -18.1415 3.9535
C: 12.2053 -17.4729 2.5923
O: 12.6904 -18.1148 1.6577
O: 11.7106 -16.3241 2.5295
C: 10.8238 -18.0410 7.1840
C: 10.9531 -16.7215 7.6382
C: 10.5106 -16.4411 8.9293
C: 9.7992 -17.4371 9.6420
C: 9.4930 -18.6790 9.0749
C: 10.0545 -18.9871 7.8466
H: 13.6703 -19.2226 2.2455
H: 11.5656 -16.0110 7.0663
H: 10.7980 -15.5094 9.4435
H: 9.4435 -17.1342 10.6276
H: 8.9143 -19.4050 9.6675
H: 10.0481 -19.9666 7.4005
N: 10.3170 -14.6000 4.2837
C: 9.1375 -14.6699 3.3506
C: 9.4226 -13.8874 2.0270
O: 8.4852 -13.5317 1.3277
O: 10.6428 -13.7363 1.7640
H: 10.4340 -15.4573 4.7835
H: 10.2522 -13.7781 4.8858
H: 8.2619 -14.3375 3.8630
H: 8.9902 -15.6956 3.1061
C: 14.5589 -16.4298 6.0790
C: 13.9199 -15.8528 4.7865
O: 14.2885 -16.2844 3.7055
O: 12.9923 -14.9424 4.8702
H: 13.8926 -16.2758 6.9331
H: 15.4854 -15.7509 6.1531
H: 14.7836 -17.4772 5.9936
Br: 11.0197 -6.2442 3.9972
C: 11.9478 -7.8133 3.5814
C: 13.1901 -7.7584 2.9564
N: 13.9220 -8.8300 2.7416
C: 13.4551 -10.0313 3.1164
C: 12.2271 -10.2011 3.7543
C: 11.4623 -9.0553 3.9815
C: 11.8086 -11.6137 4.1419
O: 10.8564 -11.8043 4.8838
O: 12.5199 -12.4864 3.5107
H: 13.7014 -6.8085 2.5916
H: 14.1236 -10.8395 2.9554
H: 10.5362 -9.2456 4.5551
C: 12.3295 -15.2346 -0.4535
N: 13.6701 -15.5317 -0.0014
C: 14.3408 -16.6073 -0.6772
C: 15.4621 -17.2332 0.1680
C: 16.3714 -16.1548 0.7721
N: 15.5625 -15.1252 1.3683
C: 16.2284 -14.2893 2.3500
C: 14.1995 -14.9656 1.1173
O: 13.5568 -14.0996 1.7810
H: 12.3473 -15.0611 -1.5671
H: 12.0007 -14.3415 0.0739
H: 11.6651 -16.0631 -0.2703
H: 14.7339 -16.2122 -1.5885
H: 13.5824 -17.3190 -0.9148
H: 16.0054 -17.9527 -0.3949
H: 15.0444 -17.7929 1.0055
H: 17.0763 -15.7361 0.0471
H: 16.8631 -16.5670 1.6447
H: 15.5045 -13.7839 2.9758
H: 16.8622 -13.5390 1.8672
H: 16.8944 -14.8951 2.9018

Summary:
total charge	-1
Kohn-Sham gap (spin up / spin down)	0.325 / 0.325	Ha
spin multiplicity	4
⟨S²⟩	3.773
relative energy (zero: lowest compared OMol25 entry of this formula, charge and spin)	0.511	eV



ORCA calculation (ωB97M-V/def2-TZVPD) on an isolated ion of composition C10H16ClN4 and charge +1 at a distorted geometry.

Cartesian coordinates (Å):
C: 2.9553 -3.7689 -0.3364
C: 0.2736 -0.7122 -0.5531
C: 1.0579 -2.7776 -1.4383
C: -0.5398 1.0752 2.8934
C: 0.8548 0.6698 2.4230
C: -1.3712 1.2250 1.6069
C: 1.0127 1.4729 1.1317
C: -0.3548 1.4033 0.4494
C: -1.1507 0.9726 -2.8138
C: -1.6225 0.4604 -1.4532
N: 3.7534 -4.5927 -0.2314
N: 2.1027 -2.7890 -0.3538
N: -0.5117 0.3138 -0.5219
N: 0.1912 -1.7242 -1.4277
Cl: 0.8880 -3.9689 -2.6106
H: 1.0861 -0.8061 0.1594
H: -0.9779 0.3486 3.5727
H: -0.4842 2.0316 3.4136
H: 1.6213 0.9191 3.1520
H: 0.8988 -0.4054 2.2421
H: -1.9793 0.3355 1.4394
H: -2.0409 2.0801 1.6746
H: 1.1926 2.5161 1.3956
H: 1.8357 1.1538 0.4952
H: -0.5520 2.3169 -0.1145
H: -0.6808 1.9498 -2.7155
H: -0.4382 0.2968 -3.2814
H: -2.0049 1.0777 -3.4766
H: -2.3303 1.1712 -1.0226
H: -2.1475 -0.4949 -1.5591
H: -0.5372 -1.7502 -2.1389

Summary:
total charge	+1
Kohn-Sham gap (spin up / spin down)	0.296 / 0.273	Ha
spin multiplicity	3
⟨S²⟩	2.032



ORCA calculation (ωB97M-V/def2-TZVPD) on C16H16N6O6S as an isolated structure at a distorted geometry.

Cartesian coordinates (Å):
C: 3.8592 -4.8776 -0.1612
O: 3.3163 -4.4620 1.0714
C: 3.0332 -3.1039 1.1395
C: 2.3416 -2.6220 2.2587
C: 2.0206 -1.2950 2.3707
C: 2.3851 -0.3878 1.3798
C: 2.0219 1.0379 1.5489
C: 2.8864 2.0230 1.0704
S: 2.5504 3.7444 1.4130
C: 4.2508 4.3402 1.1962
C: 1.9795 4.2093 -0.2486
O: 0.9718 1.3313 2.1461
C: 3.0736 -0.8581 0.2631
C: 3.3926 -2.1846 0.1446
H: 3.9296 -5.9660 -0.1582
H: 3.2038 -4.5686 -0.9792
H: 4.8591 -4.4575 -0.2927
H: 2.0567 -3.3193 3.0274
H: 1.4864 -0.9253 3.2291
H: 3.7758 1.7397 0.5434
H: 4.2557 5.4262 1.1917
H: 4.8676 4.0049 2.0262
H: 4.7018 3.9841 0.2727
H: 1.9818 5.2908 -0.3491
H: 2.6041 3.7765 -1.0264
H: 0.9628 3.8576 -0.3972
H: 3.3316 -0.1689 -0.5215
H: 3.9258 -2.5270 -0.7220
O: -4.9299 0.1081 3.8654
N: -4.3376 -0.4113 2.9170
O: -4.5520 -1.5701 2.5494
C: -3.3461 0.3647 2.1959
C: -2.7047 -0.1872 1.1302
C: -1.7061 0.5153 0.4236
N: -1.0554 -0.1060 -0.7178
O: -1.2533 -1.3039 -0.9277
O: -0.3368 0.5908 -1.4408
C: -1.3462 1.7749 0.7770
N: -1.9657 2.4055 1.8458
N: -1.7920 3.6501 2.3464
N: -2.6797 3.4828 3.2199
N: -3.4666 2.5062 3.5309
C: -2.9965 1.6913 2.5745
H: -2.9563 -1.1933 0.8250
H: -0.5229 2.2627 0.2896

Summary:
total charge	0
Kohn-Sham gap	0.244	Ha
spin multiplicity	1



ORCA calculation (ωB97M-V/def2-TZVPD) on a 16-piece molecular cluster, C4H30BO23 overall at a distorted geometry.

Cartesian coordinates (Å):
O: 1.6135 2.7107 0.3784
C: 1.1002 1.6489 -0.1061
O: 0.1134 1.7260 -0.9147
B: -0.4666 0.2736 -0.8766
O: 0.4456 -0.4555 -0.0848
C: 1.3114 0.3516 0.3807
O: 2.1352 0.1304 1.2576
O: -0.7557 -0.2375 -2.2426
C: -1.9238 -0.7686 -2.1485
O: -2.2117 -1.7670 -2.7857
C: -2.4903 -0.5682 -0.8665
O: -1.8033 0.2063 -0.2247
O: -3.4683 -1.0377 -0.3012
O: -3.3598 1.2094 2.0850
H: -3.2530 0.3093 1.5893
H: -3.3988 1.0083 3.0105
O: 4.6639 1.1464 2.3805
H: 5.2158 1.8749 2.0309
H: 4.0690 0.7651 1.6286
O: -2.3831 -4.5528 -3.9910
H: -2.6597 -4.0625 -3.2856
H: -1.7594 -5.1055 -3.6889
O: -0.7867 -2.2863 1.8073
H: -1.5584 -2.4922 1.1561
H: -0.8526 -1.3097 1.7094
O: -5.8408 -2.3325 1.4978
H: -5.2556 -1.9176 0.7035
H: -5.4191 -3.1518 1.5316
O: 4.8864 3.3706 -1.2211
H: 4.1696 3.7460 -0.5327
H: 5.1928 4.1294 -1.5265
O: -0.9105 -0.1999 2.8027
H: -1.4161 0.4383 2.5308
H: -0.4936 0.1283 3.6629
O: -0.0484 -3.5318 -1.0780
H: 0.2337 -3.6712 -1.9866
H: 0.5377 -3.3005 -0.4469
O: 0.5104 -3.7492 -3.8798
H: 0.4981 -4.5505 -3.4628
H: -0.3671 -3.4555 -4.2348
O: 2.2348 -2.3424 0.1200
H: 2.9999 -1.8607 -0.1725
H: 1.6526 -1.5526 0.4671
O: -1.8072 -0.4841 -5.4570
H: -2.2092 0.4150 -5.4822
H: -1.5614 -0.8322 -4.5843
O: 2.5569 -0.6819 4.1515
H: 1.6017 -0.8419 4.4340
H: 2.5141 0.1358 4.0339
O: 1.5744 3.6074 2.8584
H: 1.7660 3.3205 1.9829
H: 1.8382 4.4192 2.8471
O: 3.2147 5.3853 -0.1702
H: 3.8263 6.1498 -0.0083
H: 2.3034 5.5163 0.1078
O: -2.0695 3.3714 0.8535
H: -2.5841 2.9610 1.4183
H: -1.6661 2.6449 0.3427

Summary:
total charge	-1
Kohn-Sham gap	0.353	Ha
spin multiplicity	1
relative energy (zero: lowest compared OMol25 entry of this formula, charge and spin)	8.694	eV



Number 1: E_tot -2677.999110 a.u.. Number 2: E_tot -6280.900194 a.u.. Number 3: E_tot -1069.489535 a.u.. Number 4: E_tot -1797.075255 a.u.. Number 5: E_tot -1925.882464 a.u..